99
Properties=species:S:1:pos:R:3 method="wB97M-V/def2-TZVPD" relative_energy_kcal_mol=0.00 lumo_energy_ha=-0.027 orbital_gap_ev=6.520 fmax_ha_per_bohr=0.0321 smiles="O=[N+]([O-])c1ccccc1.O=[N+]([O-])c1ccccc1.O=[N+]([O-])c1ccccc1.O=[N+]([O-])c1ccccc1.O=[N+]([O-])c1ccccc1.O=[N+]([O-])c1ccccc1.C=CB(C)P(O)O" energy_ha=-3256.45584
O 0.769 -1.356 -2.586
N 0.037 -0.887 -1.741
O -0.133 -1.364 -0.633
C -0.715 0.331 -2.078
C -0.579 0.877 -3.341
C -1.308 2.011 -3.659
C -2.155 2.581 -2.719
C -2.273 2.022 -1.453
C -1.550 0.886 -1.125
H 0.081 0.427 -4.066
H -1.215 2.450 -4.642
H -2.721 3.467 -2.971
H -2.929 2.471 -0.720
H -1.637 0.443 -0.144
O 0.668 7.004 -2.866
N 0.400 5.943 -2.340
O -0.653 5.350 -2.474
C 1.415 5.318 -1.479
C 2.616 5.969 -1.267
C 3.558 5.377 -0.441
C 3.290 4.150 0.152
C 2.081 3.507 -0.081
C 1.132 4.092 -0.902
H 2.818 6.923 -1.731
H 4.499 5.868 -0.266
H 4.028 3.692 0.800
H 1.876 2.550 0.379
H 0.188 3.600 -1.089
O -3.790 -9.098 0.996
N -4.186 -9.980 0.258
O -3.533 -10.947 -0.075
C -5.553 -9.862 -0.273
C -6.308 -8.756 0.067
C -7.588 -8.638 -0.450
C -8.093 -9.622 -1.289
C -7.321 -10.730 -1.611
C -6.039 -10.856 -1.101
H -5.908 -7.996 0.721
H -8.191 -7.776 -0.198
H -9.092 -9.525 -1.694
H -7.716 -11.497 -2.262
H -5.431 -11.713 -1.348
O 5.024 7.792 0.876
N 5.946 7.123 1.301
O 6.615 6.371 0.618
C 6.253 7.203 2.734
C 5.489 8.022 3.546
C 5.777 8.069 4.898
C 6.814 7.303 5.416
C 7.568 6.490 4.582
C 7.289 6.436 3.226
H 4.684 8.611 3.133
H 5.190 8.700 5.550
H 7.032 7.337 6.475
H 8.371 5.893 4.991
H 7.865 5.805 2.569
O -4.282 -1.922 -3.907
N -4.580 -0.742 -3.879
O -3.848 0.162 -4.227
C -5.915 -0.388 -3.375
C -6.752 -1.395 -2.932
C -8.000 -1.053 -2.438
C -8.393 0.278 -2.398
C -7.540 1.273 -2.854
C -6.288 0.943 -3.347
H -6.437 -2.427 -2.967
H -8.666 -1.827 -2.083
H -9.367 0.540 -2.007
H -7.848 2.309 -2.824
H -5.616 1.710 -3.702
O 6.266 1.955 2.181
N 6.967 2.591 2.941
O 6.619 3.611 3.507
C 8.331 2.096 3.183
C 8.759 0.964 2.515
C 10.050 0.512 2.731
C 10.889 1.188 3.606
C 10.437 2.318 4.274
C 9.148 2.779 4.063
H 8.100 0.444 1.837
H 10.402 -0.369 2.212
H 11.898 0.834 3.768
H 11.090 2.842 4.959
H 8.787 3.656 4.579
C -2.811 -3.292 -1.440
C -3.382 -4.498 -1.264
B -3.592 -4.993 0.171
C -5.063 -5.177 0.687
P -2.154 -5.468 1.436
O -1.421 -4.055 1.844
O -1.064 -6.190 0.400
H -3.289 -2.621 -2.140
H -1.887 -3.024 -0.947
H -3.730 -5.060 -2.133
H -5.427 -4.210 1.036
H -5.705 -5.542 -0.114
H -5.102 -5.858 1.536
H -0.920 -3.677 1.104
H -1.421 -7.076 0.234

***

80
Properties=species:S:1:pos:R:3 method="wB97M-V/def2-TZVPD" relative_energy_kcal_mol=16.95 lumo_energy_ha=-0.070 orbital_gap_ev=3.085 fmax_ha_per_bohr=0.0332 energy_ha=-1693.56704
C -3.144 -1.092 3.090
C -2.310 0.035 3.069
C -0.928 -0.114 3.080
C -0.320 -1.404 3.109
C 1.090 -1.607 3.101
C 2.087 -0.610 2.834
C 3.552 -0.938 3.106
C 4.504 0.105 3.105
C 5.873 -0.160 3.161
C 6.326 -1.481 3.272
C 5.399 -2.523 3.328
C 4.030 -2.248 3.257
O 1.829 0.501 2.316
C -1.203 -2.533 3.183
C -2.583 -2.375 3.151
H -4.225 -0.965 3.071
H -2.741 1.037 3.051
H -0.270 0.751 3.061
H 1.443 -2.610 3.321
H 4.169 1.140 3.015
H 6.607 0.649 3.100
H 7.391 -1.706 3.304
H 5.728 -3.559 3.419
H 3.315 -3.065 3.303
H -0.778 -3.537 3.260
H -3.240 -3.248 3.186
C -3.851 6.292 -1.667
N -2.509 5.986 -1.205
C -1.757 7.125 -0.707
C -2.013 4.715 -1.190
C -0.851 4.392 -0.428
C -0.364 3.097 -0.409
C -0.955 2.077 -1.195
C -0.351 0.761 -1.282
C 1.020 0.569 -0.987
C 1.632 -0.667 -0.873
C 3.046 -0.864 -0.674
C 3.604 -2.169 -0.703
C 4.960 -2.372 -0.495
C 5.807 -1.279 -0.283
C 5.285 0.015 -0.251
C 3.926 0.225 -0.449
C -1.175 -0.377 -1.698
C -0.799 -1.214 -2.768
C -1.694 -2.144 -3.271
C -2.848 -2.477 -2.511
N -3.655 -3.513 -2.895
C -4.455 -4.260 -1.947
C -3.785 -3.937 -4.273
C -3.144 -1.739 -1.332
C -2.387 -0.627 -1.020
C -2.124 2.400 -1.936
C -2.642 3.681 -1.946
H -4.452 5.383 -1.762
H -4.354 6.964 -0.957
H -3.820 6.800 -2.643
H -0.680 6.925 -0.715
H -1.949 8.005 -1.336
H -2.059 7.377 0.322
H -0.344 5.160 0.160
H 0.480 2.845 0.234
H 1.619 1.462 -0.807
H 1.014 -1.566 -0.947
H 2.940 -3.017 -0.890
H 5.367 -3.383 -0.492
H 6.872 -1.432 -0.126
H 5.932 0.869 -0.043
H 3.515 1.233 -0.388
H 0.183 -1.083 -3.225
H -1.477 -2.676 -4.198
H -4.095 -4.118 -0.922
H -5.510 -3.952 -2.000
H -4.401 -5.330 -2.190
H -3.401 -3.177 -4.964
H -3.245 -4.880 -4.442
H -4.847 -4.112 -4.500
H -3.994 -2.016 -0.707
H -2.695 0.036 -0.208
H -2.609 1.638 -2.548
H -3.513 3.903 -2.565

***

88
Properties=species:S:1:pos:R:3 method="wB97M-V/def2-TZVPD" relative_energy_kcal_mol=6.23 lumo_energy_ha=-0.010 orbital_gap_ev=6.005 fmax_ha_per_bohr=0.0427 energy_ha=-7941.15753
Sr -0.433 -0.628 0.601
O 1.819 -1.422 -0.560
P 2.307 -0.020 -0.388
C 1.000 1.087 -1.161
P 0.046 2.369 -0.235
O -0.480 1.863 1.073
C 1.201 3.735 -0.035
C 2.110 4.122 -1.018
C 2.980 5.175 -0.781
C 2.936 5.851 0.431
C 2.021 5.480 1.406
C 1.154 4.422 1.176
C -1.279 2.836 -1.341
C -2.488 3.195 -0.753
C -3.558 3.561 -1.554
C -3.423 3.565 -2.934
C -2.219 3.199 -3.522
C -1.146 2.835 -2.729
C 3.833 0.436 -1.227
C 3.828 0.562 -2.617
C 5.003 0.832 -3.299
C 6.194 0.968 -2.597
C 6.210 0.819 -1.219
C 5.035 0.547 -0.533
C 2.503 0.356 1.372
C 2.108 -0.587 2.340
C 2.163 -0.231 3.680
C 2.615 1.024 4.057
C 3.024 1.946 3.099
C 2.963 1.615 1.757
H 0.261 0.453 -1.670
H 1.509 1.622 -1.965
H 2.152 3.610 -1.972
H 3.690 5.468 -1.542
H 3.616 6.673 0.614
H 1.985 6.011 2.348
H 0.455 4.100 1.938
H -2.595 3.150 0.323
H -4.504 3.823 -1.099
H -4.265 3.835 -3.557
H -2.126 3.180 -4.600
H -0.216 2.536 -3.198
H 2.909 0.430 -3.177
H 4.991 0.927 -4.376
H 7.112 1.180 -3.129
H 7.140 0.909 -0.673
H 5.058 0.422 0.541
H 1.752 -1.571 2.064
H 1.841 -0.944 4.427
H 2.648 1.288 5.106
H 3.377 2.924 3.400
H 3.270 2.338 1.010
C 0.846 -4.310 0.710
C -0.290 -4.271 -0.268
C -0.702 -5.478 -0.882
C -1.742 -5.473 -1.758
C -2.406 -4.259 -2.046
C -3.529 -4.144 -2.901
Br -4.212 -5.669 -3.808
C -4.148 -2.942 -3.080
C -3.665 -1.802 -2.425
Br -4.551 -0.149 -2.695
C -2.551 -1.812 -1.594
O -2.098 -0.761 -0.999
C -1.923 -3.101 -1.403
N -0.880 -3.129 -0.523
H 0.604 -4.971 1.544
H 1.046 -3.319 1.101
H 1.751 -4.687 0.230
H -0.185 -6.398 -0.638
H -2.077 -6.387 -2.230
H -5.013 -2.860 -3.722
C -3.591 -3.672 1.635
Si -3.027 -2.199 2.676
C -3.886 -0.634 2.035
C -3.795 -2.502 4.384
C -1.202 -1.991 2.701
H -4.589 -3.507 1.219
H -3.641 -4.567 2.262
H -2.920 -3.892 0.806
H -4.939 -0.832 1.816
H -3.442 -0.248 1.112
H -3.851 0.156 2.791
H -4.887 -2.562 4.348
H -3.527 -1.699 5.077
H -3.419 -3.438 4.805
H -0.710 -2.967 2.824
H -0.934 -1.402 3.596

***

90
Properties=species:S:1:pos:R:3 method="wB97M-V/def2-TZVPD" multiplicity=4 relative_energy_kcal_mol=0.00 lumo_energy_ha="-0.309 / -0.424" orbital_gap_ev="7.356 / 3.897" fmax_ha_per_bohr=0.0827 total_charge=+3 energy_ha=-4236.82769
Re 0.974 -1.006 0.060
C -2.709 -0.443 2.332
C -1.692 -1.357 1.844
O -1.209 -1.131 0.668
N -1.143 -2.291 2.655
C -0.595 -3.454 2.020
C 0.896 -3.485 2.108
C 1.550 -4.569 2.722
C 2.965 -4.697 2.605
C 3.658 -3.618 2.039
C 2.997 -2.497 1.646
N 1.609 -2.433 1.536
H -3.211 0.061 1.463
H -2.269 0.303 2.944
H -3.432 -0.938 2.959
H -1.684 -2.421 3.476
H -0.899 -3.501 0.964
H -0.990 -4.269 2.627
H 1.052 -5.335 3.323
H 3.449 -5.562 3.064
H 4.782 -3.555 2.068
H 3.557 -1.628 1.291
C 2.348 4.639 3.436
C 0.933 4.157 3.839
C 1.019 3.762 5.346
C -0.111 5.261 3.610
C 0.740 2.880 3.015
C 1.243 1.649 3.474
C 1.343 0.529 2.686
N 0.884 0.548 1.419
C 0.346 1.758 0.895
C 0.196 2.885 1.722
C -0.227 1.649 -0.417
C -1.273 2.503 -0.896
C -1.746 2.390 -2.181
C -1.171 1.351 -2.938
C -0.257 0.490 -2.383
N 0.102 0.483 -1.067
C -3.106 3.065 -2.606
C -3.332 2.790 -4.117
C -4.271 2.512 -1.763
C -2.916 4.568 -2.383
H 2.744 5.413 4.128
H 2.306 5.042 2.395
H 2.962 3.732 3.521
H 1.128 4.660 5.968
H 1.909 3.107 5.431
H 0.193 3.136 5.733
H 0.190 6.154 4.208
H -1.152 4.953 3.930
H -0.115 5.551 2.512
H 1.543 1.508 4.538
H 1.687 -0.416 3.094
H -0.336 3.790 1.359
H -1.677 3.261 -0.209
H -1.514 1.127 -3.959
H -0.014 -0.454 -2.887
H -3.602 1.764 -4.357
H -2.446 3.083 -4.717
H -4.112 3.459 -4.448
H -4.571 1.443 -2.106
H -5.114 3.231 -1.795
H -4.057 2.393 -0.670
H -2.005 4.968 -2.814
H -3.019 4.850 -1.321
H -3.752 5.098 -2.850
Cl 3.146 -3.656 -1.368
C 3.024 -1.968 -1.927
C 2.619 -0.910 -1.025
C 3.496 0.262 -1.196
Cl 4.002 1.173 0.107
C 3.921 0.618 -2.501
Cl 4.566 2.168 -2.885
C 3.774 -0.356 -3.560
Cl 3.754 0.141 -5.169
C 3.601 -1.692 -3.165
Cl 4.170 -2.959 -4.143
N 0.068 -2.250 -1.305
C -0.389 -3.184 -1.866
C -0.851 -4.245 -2.695
C -0.507 -5.594 -2.443
C -0.946 -6.634 -3.217
C -1.757 -6.351 -4.288
C -2.181 -5.054 -4.559
C -1.670 -4.006 -3.782
H 0.015 -5.767 -1.513
H -0.608 -7.637 -2.957
H -2.016 -7.189 -4.936
H -2.781 -4.813 -5.471
H -2.030 -2.987 -3.925

***

88
Properties=species:S:1:pos:R:3 method="wB97M-V/def2-TZVPD" lumo_energy_ha=-0.259 orbital_gap_ev=5.639 fmax_ha_per_bohr=0.0066 total_charge=+2 energy_ha=-2822.77709
Pt 0.858 -0.463 -0.848
C -1.813 3.070 2.967
C -0.441 3.202 2.789
C 0.308 2.123 2.353
C -0.309 0.889 2.116
C -1.692 0.767 2.312
C -2.441 1.855 2.724
Si 0.623 -0.588 1.607
C 2.419 -0.461 1.122
C 3.329 -1.501 1.399
C 4.528 -1.582 0.729
C 4.841 -0.684 -0.307
C 3.986 0.347 -0.600
C 2.771 0.489 0.116
C 0.104 -2.106 2.511
C -0.221 -3.391 2.061
C -0.471 -4.418 2.954
C -0.394 -4.187 4.322
C -0.087 -2.921 4.794
C 0.149 -1.887 3.899
H -2.397 3.916 3.303
H 0.043 4.147 2.997
H 1.378 2.242 2.226
H -2.182 -0.192 2.173
H -3.508 1.757 2.875
H 3.096 -2.222 2.175
H 5.243 -2.349 1.002
H 5.781 -0.779 -0.833
H 4.250 1.083 -1.349
H 2.281 1.455 0.089
H -0.328 -3.606 1.007
H -0.730 -5.401 2.584
H -0.587 -4.993 5.017
H -0.040 -2.730 5.857
H 0.366 -0.900 4.295
N 2.961 -6.460 0.367
C 2.828 -5.566 -0.341
C 2.682 -4.415 -1.187
C 3.292 -4.316 -2.430
C 3.120 -3.145 -3.154
C 2.353 -2.131 -2.624
N 1.745 -2.239 -1.423
C 1.923 -3.355 -0.713
H 3.889 -5.132 -2.815
H 3.580 -3.012 -4.123
H 2.210 -1.195 -3.155
H 1.449 -3.417 0.254
C 0.472 6.318 0.671
C -0.792 5.546 0.426
C -1.978 5.869 1.068
C -3.138 5.146 0.830
Cl -4.585 5.541 1.697
C -3.141 4.102 -0.069
C -1.960 3.764 -0.722
C -0.802 4.475 -0.468
O 0.417 4.189 -1.048
C 0.470 3.394 -2.191
C 0.616 1.914 -1.910
O 0.243 1.469 -0.742
O 1.125 1.148 -2.739
H 0.329 7.046 1.467
H 0.782 6.853 -0.228
H 1.296 5.656 0.943
H -2.001 6.698 1.765
H -4.054 3.555 -0.262
H -1.970 2.942 -1.423
H 1.359 3.688 -2.750
H -0.388 3.543 -2.857
C -0.898 -1.326 -3.115
C -2.310 -1.659 -3.673
N -3.271 -1.797 -2.590
C -2.791 -2.778 -1.634
C -1.477 -2.288 -0.970
N -0.999 -1.038 -1.645
C -2.042 0.025 -1.457
C -3.420 -0.516 -1.919
H -0.459 -0.449 -3.589
H -0.226 -2.175 -3.231
H -2.273 -2.587 -4.241
H -2.651 -0.873 -4.345
H -2.634 -3.727 -2.147
H -3.555 -2.935 -0.874
H -0.682 -3.026 -1.067
H -1.615 -2.058 0.086
H -1.733 0.876 -2.058
H -2.037 0.321 -0.409
H -3.884 0.193 -2.604
H -4.090 -0.639 -1.068

***

Please write out number 1 again, unchanged.
99
Properties=species:S:1:pos:R:3 method="wB97M-V/def2-TZVPD" relative_energy_kcal_mol=0.00 lumo_energy_ha=-0.027 orbital_gap_ev=6.520 fmax_ha_per_bohr=0.0321 smiles="O=[N+]([O-])c1ccccc1.O=[N+]([O-])c1ccccc1.O=[N+]([O-])c1ccccc1.O=[N+]([O-])c1ccccc1.O=[N+]([O-])c1ccccc1.O=[N+]([O-])c1ccccc1.C=CB(C)P(O)O" energy_ha=-3256.45584
O 0.769 -1.356 -2.586
N 0.037 -0.887 -1.741
O -0.133 -1.364 -0.633
C -0.715 0.331 -2.078
C -0.579 0.877 -3.341
C -1.308 2.011 -3.659
C -2.155 2.581 -2.719
C -2.273 2.022 -1.453
C -1.550 0.886 -1.125
H 0.081 0.427 -4.066
H -1.215 2.450 -4.642
H -2.721 3.467 -2.971
H -2.929 2.471 -0.720
H -1.637 0.443 -0.144
O 0.668 7.004 -2.866
N 0.400 5.943 -2.340
O -0.653 5.350 -2.474
C 1.415 5.318 -1.479
C 2.616 5.969 -1.267
C 3.558 5.377 -0.441
C 3.290 4.150 0.152
C 2.081 3.507 -0.081
C 1.132 4.092 -0.902
H 2.818 6.923 -1.731
H 4.499 5.868 -0.266
H 4.028 3.692 0.800
H 1.876 2.550 0.379
H 0.188 3.600 -1.089
O -3.790 -9.098 0.996
N -4.186 -9.980 0.258
O -3.533 -10.947 -0.075
C -5.553 -9.862 -0.273
C -6.308 -8.756 0.067
C -7.588 -8.638 -0.450
C -8.093 -9.622 -1.289
C -7.321 -10.730 -1.611
C -6.039 -10.856 -1.101
H -5.908 -7.996 0.721
H -8.191 -7.776 -0.198
H -9.092 -9.525 -1.694
H -7.716 -11.497 -2.262
H -5.431 -11.713 -1.348
O 5.024 7.792 0.876
N 5.946 7.123 1.301
O 6.615 6.371 0.618
C 6.253 7.203 2.734
C 5.489 8.022 3.546
C 5.777 8.069 4.898
C 6.814 7.303 5.416
C 7.568 6.490 4.582
C 7.289 6.436 3.226
H 4.684 8.611 3.133
H 5.190 8.700 5.550
H 7.032 7.337 6.475
H 8.371 5.893 4.991
H 7.865 5.805 2.569
O -4.282 -1.922 -3.907
N -4.580 -0.742 -3.879
O -3.848 0.162 -4.227
C -5.915 -0.388 -3.375
C -6.752 -1.395 -2.932
C -8.000 -1.053 -2.438
C -8.393 0.278 -2.398
C -7.540 1.273 -2.854
C -6.288 0.943 -3.347
H -6.437 -2.427 -2.967
H -8.666 -1.827 -2.083
H -9.367 0.540 -2.007
H -7.848 2.309 -2.824
H -5.616 1.710 -3.702
O 6.266 1.955 2.181
N 6.967 2.591 2.941
O 6.619 3.611 3.507
C 8.331 2.096 3.183
C 8.759 0.964 2.515
C 10.050 0.512 2.731
C 10.889 1.188 3.606
C 10.437 2.318 4.274
C 9.148 2.779 4.063
H 8.100 0.444 1.837
H 10.402 -0.369 2.212
H 11.898 0.834 3.768
H 11.090 2.842 4.959
H 8.787 3.656 4.579
C -2.811 -3.292 -1.440
C -3.382 -4.498 -1.264
B -3.592 -4.993 0.171
C -5.063 -5.177 0.687
P -2.154 -5.468 1.436
O -1.421 -4.055 1.844
O -1.064 -6.190 0.400
H -3.289 -2.621 -2.140
H -1.887 -3.024 -0.947
H -3.730 -5.060 -2.133
H -5.427 -4.210 1.036
H -5.705 -5.542 -0.114
H -5.102 -5.858 1.536
H -0.920 -3.677 1.104
H -1.421 -7.076 0.234